Record 1
One molecule with the formula C4H7NO. Source: the Open Molecules 2025 dataset; level of theory: the ωB97M-V functional and the def2-TZVPD basis.

Geometry as XYZ:
```
13
C4H7NO, DFT the ωB97M-V functional and the def2-TZVPD basis
C -1.775 0.404 -0.024
N -0.363 0.187 -0.006
C 0.369 -1.064 -0.052
C 1.668 -0.226 0.041
C 0.729 0.998 0.085
O 0.840 2.198 0.157
H -2.171 0.062 0.937
H -1.987 1.467 -0.160
H -2.213 -0.152 -0.860
H 0.203 -1.602 -0.992
H 0.175 -1.742 0.790
H 2.260 -0.374 0.948
H 2.301 -0.260 -0.848
```

orbital gap	10.22	eV
structure (SMILES)	CN1CCC1=O
relative energy (zero: lowest compared OMol25 entry of this formula, charge and spin)	0.9778	eV
net charge	0
maximum force	0.47	eV Å⁻¹

***

Record 2
One molecule with the formula C3H5ClO2 at a distorted geometry. Source: the Open Molecules 2025 dataset; level of theory: the ωB97M-V functional and the def2-TZVPD basis.

Geometry as XYZ:
```
11
C3H5ClO2, DFT the ωB97M-V functional and the def2-TZVPD basis
C -1.456 0.624 0.325
C -0.096 0.421 -0.321
C 1.757 -0.915 0.075
H -2.047 1.427 -0.028
H -1.331 0.503 1.412
H 0.616 1.177 0.013
H -0.030 0.393 -1.432
H 2.092 -1.954 0.331
O 0.458 -0.827 0.237
O 2.507 -0.073 -0.357
Cl -2.469 -0.775 -0.254
```

orbital gap	11.64	eV
structure (SMILES)	O=COCCCl
relative energy (zero: lowest compared OMol25 entry of this formula, charge and spin)	0.6786	eV
net charge	0
maximum force	2.62	eV Å⁻¹

***

| no. | HOMO (eV) | DFT total energy (eV) |
| --- | --- | --- |
| 1 | -9.3549 | -7798.667 |
| 2 | -10.7936 | -19809.154 |